*1*
The following is a quantum chemistry calculation of one molecule with the formula C2HF4P, from OMol25.

Output
- orbital gap (alpha / beta) (eV) = 7.79 / 7.79
- LUMO level (alpha / beta) (Eh) = -0.0475 / -0.0478

```
! RIJCOSX wB97M-V def2-TZVPD def2/J DEFGRID3
* xyz 0 1
P 1.78484 0.66136 0.72088
F -0.53337 2.02264 0.24083
F 2.52176 1.94828 0.06737
F -0.07181 0.53057 -1.26149
F 2.43946 -1.66834 -0.45383
C 2.64430 -0.40354 -0.36796
C -0.09001 0.75819 0.06270
H -0.81024 0.23663 0.62146
*
```

Atomic partial charges in e from the Löwdin method, atoms 1 to 5: atom 1 (P): 0.925, atom 2 (F): 0.002, atom 3 (F): -0.323, atom 4 (F): 0.028, atom 5 (F): -0.007


*2*
The following is a quantum chemistry calculation of one molecule with the formula C2HF4P, from OMol25.

Output
- orbital gap (eV) = 9.75
- LUMO level (Eh) = -0.0337

```
! RIJCOSX wB97M-V def2-TZVPD def2/J DEFGRID3
* xyz 0 1
P 0.00306 -1.18386 0.51272
F -2.71450 -1.37992 -0.07616
F 1.02883 1.04822 -1.03162
F 2.50627 -0.04026 0.10470
F 1.09630 1.33775 1.07765
C -1.41664 -0.54661 -0.18028
C 1.22668 0.39579 0.10604
H -1.73000 0.36887 -0.51305
*
```

Atomic partial charges in e from the Löwdin method, atoms 1 to 5: atom 1 (P): 1.055, atom 2 (F): -0.195, atom 3 (F): 0.096, atom 4 (F): 0.061, atom 5 (F): 0.056


Tell me which of them is the least stable. Sure, it is *1*.


*1*
The following is a quantum chemistry calculation of CH5NO2S as an isolated structure, from OMol25.

Output
- orbital gap (eV) = 10.19
- LUMO level (Eh) = -0.0083

```
! RIJCOSX wB97M-V def2-TZVPD def2/J DEFGRID3
* xyz 0 1
S -0.94227 -0.41164 0.56380
O -0.40013 -0.96613 1.83618
O 1.42533 1.45943 0.00507
N -2.22862 0.34464 0.72024
C 2.11022 2.41292 -0.00748
H 2.34153 3.11713 -0.90242
H -0.93537 -4.27342 -2.49955
H -1.53245 -4.78859 -2.33138
H 2.75930 2.51210 0.90865
H -2.59753 0.59356 1.70689
*
```

Atomic partial charges in e from the Löwdin method, atoms 1 to 5: atom 1 (S): 0.820, atom 2 (O): -0.533, atom 3 (O): -0.037, atom 4 (N): -0.347, atom 5 (C): -0.166


*2*
The following is a quantum chemistry calculation of one molecule with the formula CH5NO2S, from OMol25.

Output
- orbital gap (eV) = 10.76
- LUMO level (Eh) = 0.0160

```
! RIJCOSX wB97M-V def2-TZVPD def2/J DEFGRID3
* xyz 0 1
S 1.56316 -0.17141 -0.05867
O 2.47807 -0.90383 0.80061
O 1.92356 0.12454 -1.44348
N 1.29004 1.38341 0.60239
C -0.39115 -1.05044 0.08201
H 1.18575 1.53472 1.68579
H -0.39750 -1.36247 -1.05289
H -0.20060 -1.81856 0.85024
H -1.21218 -0.33452 0.36096
H 1.06046 2.10333 -0.01344
*
```

Atomic partial charges in e from the Löwdin method, atoms 1 to 5: atom 1 (S): 0.619, atom 2 (O): -0.353, atom 3 (O): -0.360, atom 4 (N): -0.135, atom 5 (C): -0.058


Tell me which of them is the least stable. Sure, it is *1*.


*1*
The following is a quantum chemistry calculation of CH5NO2S as an isolated structure, from OMol25.

Output
- orbital gap (eV) = 10.13
- LUMO level (Eh) = 0.0153

```
! RIJCOSX wB97M-V def2-TZVPD def2/J DEFGRID3
* xyz 0 1
S -1.28585 0.40261 -0.45835
O -2.23919 -0.75633 0.26856
O -1.45783 1.68451 0.18645
N 1.56304 0.71356 -0.00659
C 0.13628 -0.52562 0.05388
H -2.88283 -1.12531 -0.24601
H 0.06925 -1.10773 0.98904
H 0.34361 -1.24130 -0.66164
H 2.05642 0.65771 0.87755
H 1.04457 1.53484 -0.26074
*
```

Atomic partial charges in e from the Löwdin method, atoms 1 to 5: atom 1 (S): 0.856, atom 2 (O): -0.275, atom 3 (O): -0.450, atom 4 (N): 0.015, atom 5 (C): -0.244


*2*
The following is a quantum chemistry calculation of one molecule with the formula CH5NO2S, from OMol25.

Output
- orbital gap (eV) = 10.64
- LUMO level (Eh) = 0.0231

```
! RIJCOSX wB97M-V def2-TZVPD def2/J DEFGRID3
* xyz 0 1
S 1.15838 -1.13015 -0.64225
O 0.11486 0.18041 -1.46894
O 0.25660 -2.17057 -0.23836
N 1.48359 -0.32075 0.79439
C -1.00265 0.54613 -0.73226
H -1.54134 1.29582 -1.31377
H 2.32717 0.21891 0.86814
H -1.65923 -0.31181 -0.55152
H -0.71604 0.98566 0.23256
H 1.17006 -0.74765 1.64965
*
```

Atomic partial charges in e from the Löwdin method, atoms 1 to 5: atom 1 (S): 0.943, atom 2 (O): -0.411, atom 3 (O): -0.458, atom 4 (N): -0.179, atom 5 (C): -0.231


Tell me which of them is the least stable. Sure, it is *1*.


*1*
The following is a quantum chemistry calculation of one molecule with the formula C27H30N4O5, from OMol25.

Output
- orbital gap (eV) = 9.15
- LUMO level (Eh) = 0.0217

```
! RIJCOSX wB97M-V def2-TZVPD def2/J DEFGRID3
* xyz 0 1
O 2.61580 -0.38570 1.25938
O 5.42518 0.36181 -1.35112
O 1.26843 -1.48309 -1.06204
O -1.46459 -3.17065 2.61579
O -3.37208 3.07178 -3.13207
N 2.61381 0.17099 -1.80055
N 0.44358 0.06551 1.01402
N -1.90500 -2.56689 -1.50191
N -0.79555 -2.78306 0.47109
C 0.86922 -2.85508 2.22931
C -0.58625 -2.95808 1.80377
C 0.86732 0.74453 -0.21507
C -1.12920 0.53702 -1.73723
C -2.17261 1.10066 -2.44695
C 1.61718 -0.31539 -1.04379
C 4.77161 -0.88641 -1.45747
C -0.92334 0.20580 1.46059
C -0.62279 3.71369 2.86515
C -1.47210 3.28844 -1.74583
C -2.35543 2.47840 -2.45312
C -1.24390 1.63678 1.82184
C -3.19638 -3.31378 0.36500
C -4.21518 -3.06865 -1.78780
C -1.99711 -2.89079 -0.21469
C 3.58513 -0.71399 -2.40519
C -2.98158 -2.65708 -2.26095
C -0.33519 2.39920 2.54380
C -2.73938 3.51931 1.76113
C -0.25826 1.34071 -1.01216
C 1.18789 -1.46687 2.81718
C -2.44923 2.20659 1.43657
C 1.46886 -0.52656 1.66530
C -1.82490 4.27701 2.47260
C 6.32110 0.41940 -0.27099
C -4.31354 -3.40000 -0.44285
C -0.43596 2.71968 -1.03528
H 0.38739 -1.13739 3.47767
H 1.57602 1.53809 0.05968
H -1.60146 -0.13062 0.67055
H -0.02266 -2.46247 -0.12290
H -5.06859 -3.13054 -2.44454
H -2.85100 0.46360 -2.99912
H 7.11979 -0.32520 -0.37554
H -3.23573 -3.56341 1.41097
H 0.60542 1.96208 2.84932
H -5.25571 -3.72593 -0.02654
H 2.11062 -1.53393 3.39625
H 5.79933 0.24923 0.67813
H -2.83607 -2.38647 -3.29936
H -0.99898 -0.53567 -1.75114
H 1.53749 -3.05669 1.39167
H 3.92170 -0.27963 -3.34839
H 1.02727 -3.60569 3.00589
H -3.89821 2.40194 -3.58569
H 3.09994 -1.67469 -2.58097
H -1.61873 4.35619 -1.76134
H 4.39673 -1.19880 -0.47292
H -1.09078 -0.43247 2.32928
H 5.46499 -1.65205 -1.83676
H -3.67829 3.95352 1.45189
H 0.23604 3.35763 -0.48006
H 6.75446 1.41768 -0.27834
H 0.09316 4.29915 3.42323
H -2.04805 5.30391 2.72090
H -3.15887 1.61886 0.87238
H 2.96723 1.09453 -1.59963
*
```

Atomic partial charges in e from the Löwdin method, atoms 1 to 5: atom 1 (O): 0.060, atom 2 (O): -0.194, atom 3 (O): 0.054, atom 4 (O): 0.063, atom 5 (O): 0.058


*2*
The following is a quantum chemistry calculation of C27H30N4O5 as an isolated structure, from OMol25.

Output
- orbital gap (eV) = 6.89
- LUMO level (Eh) = -0.0445

```
! RIJCOSX wB97M-V def2-TZVPD def2/J DEFGRID3
* xyz 0 1
O -1.52039 -2.81671 -4.62670
O -2.75989 2.46194 -1.31821
O 0.90772 1.06072 3.73593
O 2.30355 -3.37473 2.83222
O -1.48096 -0.15877 -4.99521
N -1.65651 0.80232 -0.08436
N -1.09547 0.44086 0.85924
N -0.07211 -1.00393 2.93327
N 2.93905 -1.30700 3.28572
C -2.32816 4.12871 0.96748
C 4.12359 -1.44746 2.77420
C 3.28188 -0.74336 0.09455
C 0.19305 0.32490 2.93281
C 2.17861 0.03532 0.00081
C 0.64074 -1.78200 3.85163
C 3.39642 -1.75835 -0.63388
C -1.27918 1.02416 -5.24185
C -1.32752 4.62622 3.13041
C -0.95610 3.17147 3.18856
C -1.06486 2.37583 1.88662
C -1.43016 0.43667 -2.63085
C -2.13971 4.90885 2.20606
C -1.84387 2.13218 -0.36876
C -1.64817 -4.18199 -4.27946
C 2.29436 -2.01008 -1.69239
C -1.76949 -1.38377 -0.94636
C -1.68593 -2.12313 -2.13924
C -1.42555 -0.47985 -3.63738
C -1.60370 -1.88970 -3.43770
C -0.78760 1.07728 1.98286
C 2.22225 -0.80016 -2.42873
C -1.94128 2.81341 1.04149
C -1.79409 -0.05880 -1.13203
C 1.86171 -2.38740 3.30401
C 2.05411 0.38699 -1.29742
C 4.47176 -0.37073 1.37795
H 1.59790 -2.52238 -1.10034
H -3.04190 4.74265 0.08884
H -1.73882 -1.75741 -0.07420
H -0.43112 2.86918 3.94768
H 4.12894 -2.63890 -0.55847
H 2.38519 -0.32231 3.45726
H 5.28335 -0.56662 0.93482
H 4.24172 -2.22426 2.34433
H -2.39832 5.94590 2.00884
H 2.17417 0.91810 0.45317
H 0.18958 -2.93773 3.95092
H 2.88475 -0.51445 -3.11653
H -1.39959 1.52250 -2.83358
H -2.33984 1.90601 -4.97706
H 1.05644 -1.15035 -2.84147
H -1.76551 -3.40309 -1.65098
H -1.29821 5.17265 4.09612
H 1.30133 -0.55272 0.27347
H -0.48560 1.56648 -4.91985
H 2.76265 -2.86292 -2.20134
H 4.19908 0.74718 1.51155
H 0.95489 -1.22956 4.67341
H -0.62110 -1.23279 2.18365
H -1.23752 1.21810 -6.33131
H 2.64431 1.09679 -1.72407
H 4.93557 -0.96271 3.40352
H -1.57122 -4.58360 -5.40263
H -0.80219 -4.43121 -3.69179
H 0.91379 0.94935 -1.61352
H -2.60503 -4.38143 -3.78315
*
```

Atomic partial charges in e from the Löwdin method, atoms 1 to 5: atom 1 (O): -0.113, atom 2 (O): -0.035, atom 3 (O): -0.001, atom 4 (O): 0.110, atom 5 (O): -0.012


Tell me which of them is the least stable. Sure, it is *2*.